{"formula": "C52H59CsF5N2O2P", "method": "the ωB97M-V functional and the def2-TZVPD basis", "elements": ["Cs", "C", "C", "C", "C", "C", "C", "P", "C", "C", "C", "C", "C", "C", "C", "C", "C", "C", "C", "C", "H", "H", "H", "H", "H", "H", "H", "H", "H", "H", "H", "H", "H", "H", "C", "C", "C", "C", "C", "C", "C", "C", "C", "C", "C", "C", "N", "C", "C", "C", "C", "C", "C", "C", "N", "C", "C", "C", "C", "C", "C", "C", "C", "C", "C", "C", "C", "H", "H", "H", "H", "H", "H", "H", "H", "H", "H", "H", "H", "H", "H", "H", "H", "H", "H", "H", "H", "H", "H", "H", "H", "H", "H", "H", "H", "H", "H", "H", "H", "H", "H", "H", "H", "H", "H", "H", "O", "H", "H", "F", "C", "F", "C", "F", "F", "F", "C", "O", "H", "H", "H", "H"], "coordinates": [[0.8326, 0.0771, -0.9757], [3.2688, 3.4516, -2.5659], [3.8987, 2.2695, -2.2186], [3.7998, 1.7817, -0.9291], [3.0823, 2.4782, 0.0356], [2.4697, 3.6777, -0.3183], [2.5592, 4.1600, -1.6097], [2.8328, 1.8927, 1.7604], [4.1305, 2.9364, 2.5467], [5.2429, 3.4463, 1.8793], [6.2406, 4.0958, 2.5798], [6.1518, 4.2435, 3.9558], [5.0428, 3.7517, 4.6275], [4.0465, 3.1000, 3.9288], [3.6735, 0.2792, 1.7491], [4.9406, 0.0011, 2.2371], [5.3864, -1.3076, 2.1649], [4.5652, -2.2804, 1.6148], [3.3065, -1.9528, 1.1339], [2.7708, -0.6484, 1.1978], [3.3255, 3.8123, -3.5847], [4.4549, 1.7169, -2.9594], [4.2825, 0.8511, -0.6638], [1.9251, 4.2341, 0.4329], [2.0798, 5.0931, -1.8737], [5.3295, 3.3218, 0.8083], [7.1054, 4.4810, 2.0542], [6.9428, 4.7410, 4.5028], [4.9648, 3.8689, 5.7008], [3.1870, 2.6949, 4.4487], [5.5771, 0.7771, 2.6549], [6.3702, -1.5673, 2.5404], [4.9144, -3.3097, 1.5768], [2.7037, -2.7558, 0.7129], [-2.2504, -4.2116, -4.6583], [-3.0270, -3.5874, -3.4974], [-4.5269, -3.5707, -3.7992], [-2.7361, -4.3003, -2.1955], [-2.8491, -5.6735, -2.1021], [-2.4988, -6.3339, -0.9371], [-1.9868, -5.6092, 0.1225], [-1.9020, -4.2244, 0.0928], [-1.2902, -3.5047, 1.2746], [-2.2048, -3.5798, 2.5015], [0.0914, -4.0722, 1.6141], [-2.3436, -3.5483, -1.0643], [-2.4018, -2.1872, -1.2407], [-2.8864, -1.3520, -0.3961], [-3.1928, -0.0020, -0.7397], [-3.3799, 0.3664, -2.0765], [-3.9489, 1.5723, -2.4182], [-4.3521, 2.4546, -1.4006], [-4.1628, 2.1408, -0.0859], [-3.5292, 0.9205, 0.3092], [-3.1817, 0.6590, 1.5464], [-3.7128, 1.2674, 2.6384], [-5.0781, 1.0602, 2.9613], [-5.6160, 1.6351, 4.0967], [-4.8389, 2.3912, 4.9557], [-3.4895, 2.5402, 4.6788], [-2.9084, 1.9946, 3.5487], [-1.4270, 2.2080, 3.3220], [-0.6870, 0.8713, 3.2650], [-1.1480, 3.0328, 2.0665], [-5.9334, 0.1512, 2.1070], [-7.0906, 0.9033, 1.4498], [-6.4456, -1.0355, 2.9281], [-2.3516, -3.5947, -5.5501], [-2.6185, -5.2110, -4.8879], [-1.1947, -4.2718, -4.4058], [-2.6850, -2.5561, -3.3785], [-4.9066, -4.5863, -3.9120], [-4.7259, -3.0250, -4.7215], [-5.0672, -3.0834, -2.9903], [-3.2086, -6.2446, -2.9464], [-2.5988, -7.4102, -0.8641], [-1.6467, -6.1396, 1.0027], [-1.1462, -2.4553, 1.0076], [-2.3859, -4.6182, 2.7779], [-3.1673, -3.1136, 2.2980], [-1.7427, -3.0683, 3.3439], [0.0216, -5.0781, 2.0250], [0.5811, -3.4355, 2.3493], [0.7096, -4.1097, 0.7182], [-3.2228, -1.6539, 0.6057], [-3.1244, -0.3503, -2.8450], [-4.1207, 1.8267, -3.4570], [-4.8188, 3.3973, -1.6716], [-4.4634, 2.8250, 0.6973], [-6.6653, 1.4840, 4.3223], [-5.2760, 2.8457, 5.8364], [-2.8660, 3.1056, 5.3619], [-1.0358, 2.7728, 4.1817], [-1.1254, 0.2475, 2.4907], [-0.7714, 0.3599, 4.2236], [0.3638, 1.0417, 3.0369], [-1.4712, 2.4988, 1.1808], [-0.0808, 3.2248, 1.9874], [-1.6742, 3.9838, 2.1117], [-5.3092, -0.2561, 1.3080], [-7.7552, 1.3351, 2.1966], [-7.6682, 0.2276, 0.8198], [-6.7038, 1.7044, 0.8243], [-7.1575, -0.7152, 3.6870], [-5.6120, -1.5282, 3.4244], [-6.9352, -1.7575, 2.2754], [1.6906, -1.7449, 3.7935], [2.2873, -1.6830, 3.0279], [1.0178, -1.0819, 3.6180], [1.7194, 0.3572, -3.2451], [1.4514, -0.5705, -4.3109], [1.8582, -1.8139, -3.7358], [2.5537, -0.2708, -5.3084], [2.3820, 0.9387, -5.8977], [2.5663, -1.1561, -6.3314], [3.8528, -0.2438, -4.8620], [-0.8092, 2.4550, -3.3277], [-0.9816, 2.6143, -1.9402], [-1.5123, 3.0834, -3.8911], [-0.9372, 1.4146, -3.6406], [0.2066, 2.7666, -3.5672], [-1.8762, 2.3012, -1.7311]], "forces_ev_per_a": [[-1.47, -0.25, 1.28], [0.03, 0.07, -0.14], [0.06, 0.04, -0.18], [0.15, -0.03, 0.16], [-0.14, -0.11, 0.09], [0.01, -0.07, 0.09], [0.03, 0.20, -0.09], [0.52, 0.18, 0.09], [-0.01, 0.02, 0.09], [-0.20, -0.03, 0.04], [0.27, 0.13, 0.07], [0.02, 0.08, 0.06], [0.22, 0.07, 0.22], [-0.13, -0.03, -0.23], [-0.66, 0.41, 0.07], [0.13, 0.05, -0.07], [0.29, -0.09, 0.15], [0.24, -0.30, 0.04], [-0.16, 0.19, -0.21], [0.45, -0.50, 0.05], [-0.01, 0.02, -0.03], [0.00, -0.12, -0.12], [0.00, -0.10, 0.02], [-0.15, 0.03, 0.04], [-0.09, 0.02, -0.01], [0.00, 0.00, -0.05], [0.04, 0.01, -0.03], [0.01, 0.04, 0.01], [0.00, 0.00, 0.05], [-0.05, 0.00, 0.05], [-0.04, -0.06, -0.01], [0.00, -0.03, 0.01], [0.00, 0.02, -0.02], [0.02, -0.06, -0.02], [-0.05, 0.15, 0.18], [-0.09, -0.06, -0.24], [0.20, 0.14, 0.08], [0.04, 0.24, 0.05], [0.01, -0.12, 0.05], [0.02, -0.11, 0.06], [-0.05, -0.18, 0.01], [-0.03, 0.32, -0.14], [0.03, -0.12, 0.13], [0.09, 0.21, -0.18], [-0.07, 0.22, -0.08], [-0.12, -0.90, 0.15], [0.33, 1.22, 0.04], [-0.01, -1.10, 0.09], [-0.17, 0.83, -0.22], [-0.14, -0.08, 0.09], [-0.09, 0.17, -0.39], [-0.06, -0.02, -0.10], [-0.13, 0.15, 0.08], [0.19, 0.23, 0.01], [0.71, -0.85, -0.20], [-0.49, 0.17, 0.46], [0.16, 0.03, -0.16], [-0.09, 0.13, 0.14], [-0.09, 0.05, 0.15], [-0.11, 0.09, 0.14], [0.10, 0.13, -0.04], [-0.01, -0.15, -0.12], [0.07, 0.13, 0.08], [0.01, -0.02, 0.22], [-0.13, -0.08, -0.03], [0.18, -0.09, -0.04], [0.13, 0.09, -0.19], [-0.01, 0.02, -0.10], [0.00, -0.14, -0.05], [0.12, -0.04, -0.07], [-0.06, -0.19, -0.03], [-0.08, -0.10, 0.01], [-0.04, 0.04, -0.09], [-0.13, 0.03, 0.08], [-0.01, -0.03, -0.15], [0.03, -0.02, -0.01], [0.00, 0.01, 0.08], [-0.06, -0.03, 0.05], [0.01, -0.11, 0.04], [-0.11, 0.05, 0.05], [0.01, 0.04, 0.11], [-0.02, -0.13, 0.03], [0.07, -0.02, 0.06], [0.10, -0.03, -0.03], [0.07, -0.02, -0.07], [0.07, -0.05, -0.02], [0.05, -0.01, 0.00], [0.03, -0.01, 0.04], [0.02, 0.08, 0.02], [-0.08, -0.02, 0.02], [0.01, 0.00, 0.04], [0.06, 0.04, 0.02], [-0.13, -0.07, -0.08], [0.01, -0.11, -0.06], [0.00, -0.13, 0.11], [0.13, -0.05, 0.00], [-0.05, -0.06, -0.21], [0.17, 0.04, -0.08], [-0.08, 0.16, -0.06], [-0.07, 0.07, 0.13], [-0.11, 0.05, 0.11], [-0.12, -0.05, -0.07], [-0.04, 0.08, -0.06], [-0.09, 0.02, 0.11], [0.04, -0.10, 0.08], [-0.10, -0.10, -0.02], [0.05, -0.27, 0.35], [-0.23, 0.12, 0.13], [0.00, 0.14, -0.15], [1.01, 0.26, -1.61], [-0.34, -0.44, -0.46], [0.08, 0.37, -0.01], [0.39, 0.19, -0.45], [-0.18, 0.18, 0.27], [-0.16, -0.26, 0.22], [-0.09, -0.07, 0.23], [0.02, 0.04, -0.40], [-0.15, -0.01, 0.51], [0.04, -0.05, -0.01], [0.08, 0.01, -0.08], [0.03, -0.06, -0.04], [0.15, 0.11, 0.04]], "e_homo_ev": -2.2, "energy_ha": -3137.71229, "charge": -2, "orbital_gap_ev": 5.86}



{"formula": "C7H16N", "method": "the ωB97M-V functional and the def2-TZVPD basis", "elements": ["C", "C", "C", "C", "N", "C", "C", "C", "H", "H", "H", "H", "H", "H", "H", "H", "H", "H", "H", "H", "H", "H", "H", "H"], "coordinates": [[-2.3145, -1.1534, -0.5150], [-1.6064, -0.2770, 0.5451], [-0.3843, 0.5102, 0.1187], [-0.4965, 1.9836, 0.5032], [0.3239, 0.0565, -1.1332], [1.1935, -0.1449, 0.0608], [2.3716, 0.8432, 0.0406], [1.3453, -1.5997, 0.4142], [-3.2742, -1.5502, -0.0698], [-1.6309, -2.0448, -0.9064], [-2.5743, -0.6111, -1.4433], [-1.5734, -0.9148, 1.5351], [-2.2934, 0.5017, 0.7843], [-1.1668, 2.3653, -0.2402], [0.3451, 2.5911, 0.4752], [-0.8859, 2.1608, 1.4539], [0.5580, 0.7280, -1.9082], [-0.1060, -0.7989, -1.5078], [2.3275, 1.6293, -0.7117], [3.1842, 0.2119, -0.1426], [2.6760, 1.2566, 1.0305], [0.2760, -2.0393, 0.3848], [1.6979, -1.7353, 1.4726], [2.0076, -1.9689, -0.2406]], "forces_ev_per_a": [[0.79, -1.47, -0.73], [-0.60, -1.89, 0.76], [3.87, -1.03, 1.74], [-0.38, -1.35, -2.51], [-0.90, 0.67, -1.20], [-2.95, 2.34, 0.49], [-0.74, -0.32, 1.49], [-3.72, 1.60, 3.28], [1.23, 0.19, -0.63], [-1.53, 1.45, 1.08], [0.02, 0.04, 0.53], [0.74, 1.33, -1.84], [-0.78, 0.48, 0.32], [-0.76, 0.78, -0.21], [2.01, 0.63, -0.41], [-0.98, -0.41, 1.58], [-0.11, -0.70, 1.11], [0.18, 0.32, 0.01], [-0.19, -0.07, 0.13], [1.65, -0.80, -0.86], [-0.90, -0.06, -0.56], [1.99, 0.19, -0.16], [-0.21, 0.25, -1.07], [2.29, -2.14, -2.32]], "e_homo_ev": -14.2, "e_above_lowest_ev": 2.087, "energy_ha": -330.75191, "charge": 1, "smiles": "CC[C@]1(C)[NH2+]C1(C)C", "orbital_gap_ev": 11.25}



{"formula": "C9H24FLiO3Zn", "method": "the ωB97M-V functional and the def2-TZVPD basis", "elements": ["Li", "Zn", "F", "C", "C", "C", "O", "H", "H", "H", "H", "H", "H", "H", "H", "C", "C", "C", "O", "H", "H", "H", "H", "H", "H", "H", "H", "C", "C", "C", "O", "H", "H", "H", "H", "H", "H", "H", "H"], "coordinates": [[2.0434, 1.5725, 2.1986], [-1.5324, 1.3934, 1.8791], [0.2499, 0.7065, 1.8583], [-0.7685, -2.5480, 3.1026], [-0.5285, -2.8387, 1.6359], [-1.6969, -2.5873, 0.7068], [0.6477, -2.1594, 1.1691], [0.1257, -2.8088, 3.6639], [-1.6269, -3.1090, 3.4672], [-0.9280, -1.4628, 3.2049], [-0.2604, -3.8867, 1.4731], [-2.6114, -3.1054, 0.9982], [-1.4932, -2.8550, -0.3287], [-1.9449, -1.5057, 0.7088], [0.4222, -1.2240, 1.2014], [-3.3513, 2.0795, -1.7553], [-2.6427, 0.9236, -1.0755], [-1.8498, 0.0948, -2.0622], [-1.6378, 1.4841, -0.1272], [-3.9113, 2.6872, -1.0434], [-4.0750, 1.6948, -2.4733], [-2.6372, 2.6819, -2.3223], [-3.3539, 0.2706, -0.5707], [-2.4885, -0.3249, -2.8359], [-1.3505, -0.7228, -1.5357], [-1.0015, 0.6240, -2.5055], [-1.1889, 2.1924, -0.6121], [3.7603, 1.6263, -1.6834], [2.8528, 1.1663, -0.5515], [3.2648, -0.1424, 0.0817], [2.9072, 2.2169, 0.4614], [3.5516, 2.6491, -2.0100], [3.5367, 1.0799, -2.6037], [4.8127, 1.5003, -1.4422], [1.8254, 1.0660, -0.9211], [2.5919, -0.4447, 0.8891], [4.2963, -0.1243, 0.4354], [3.2357, -0.9147, -0.6867], [2.7550, 3.0546, 0.0110]], "forces_ev_per_a": [[0.24, -0.20, -0.68], [1.47, -1.06, -1.62], [-0.91, 1.21, 0.76], [0.05, -0.06, -0.58], [0.61, -0.86, -0.73], [-0.48, 0.61, 0.11], [-0.45, 0.24, 0.07], [-0.08, 0.02, 0.14], [-0.02, 0.14, 0.18], [-0.18, 0.02, 0.21], [-0.07, -0.08, 0.44], [0.11, -0.08, 0.17], [0.25, -0.05, 0.07], [-0.01, 0.08, 0.04], [0.21, 0.15, -0.06], [-0.14, -0.14, 0.31], [-0.32, 0.04, -1.89], [0.81, -0.58, 0.55], [-0.54, -0.01, 1.45], [0.09, 0.14, -0.04], [0.04, -0.09, 0.00], [-0.03, 0.11, 0.07], [0.26, 0.23, 0.66], [-0.01, 0.11, -0.04], [-0.30, -0.18, -0.02], [-0.40, 0.42, -0.25], [0.09, 0.10, 0.14], [-0.45, -0.42, -0.74], [0.60, 0.34, -0.58], [0.24, 0.12, -0.21], [-0.92, -0.41, 0.97], [0.10, 0.17, 0.46], [0.18, -0.39, 0.19], [0.01, 0.14, 0.05], [-0.06, 0.17, 0.11], [0.02, -0.14, -0.02], [-0.05, 0.19, 0.13], [-0.20, -0.10, 0.11], [0.23, 0.11, 0.08]], "e_homo_ev": -15.9, "energy_ha": -2469.18344, "charge": 2, "orbital_gap_ev": 4.93}



- Which formula does entry 2 have?
  C7H16N